1.
Here is a 2-piece molecular cluster, CH3BrN2 overall from the Open Molecules 2025 dataset. Energies are from ωB97M-V/def2-TZVPD.

The geometry in XYZ format:
```
7
Properties=species:S:1:pos:R:3:forces:R:3:mulliken_spin:R:1
Br 2.287 0.953 -3.603 -1.30 -0.85 0.36 0.00
N -0.117 0.315 1.262 -3.62 -2.86 -1.59 0.22
N 0.649 1.160 1.359 3.95 3.65 1.08 1.00
C -1.018 -0.605 1.389 -0.08 -0.23 0.11 0.67
H -1.147 -1.220 2.247 0.13 -0.50 1.13 0.04
H -1.725 -0.766 0.605 -0.37 -0.07 -0.72 0.06
H 1.071 0.163 -3.259 1.31 0.85 -0.36 0.00
```
Positions in Å, forces in eV/Å.

## Properties
HOMO level (alpha / beta) = -6.2540 / -10.9289 eV
ΔE to the lowest compared entry with this formula, charge and spin = 6.14 kcal per mole
frontier orbital gap (alpha / beta) = 0.24864 / 0.34341 Eh
2S+1 = 3
lowest unoccupied orbital energy (alpha / beta) = 0.51 / -1.58 eV
charge = 0

---

2.
Here is C20H34FO5SSe2Ti as an isolated structure from the Open Molecules 2025 dataset. Energies are from ωB97M-V/def2-TZVPD.

The geometry in XYZ format:
```
64
Properties=species:S:1:pos:R:3:forces:R:3:mulliken_charge:R:1
Se 1.218 2.478 0.482 -0.07 -0.24 0.05 -0.27
Se -0.290 -0.546 1.645 -0.15 0.11 0.01 -0.32
Ti 0.222 0.496 -0.482 0.67 -0.28 -0.11 0.69
S 3.567 -0.660 -0.185 0.17 0.26 -0.03 0.16
F -5.517 -2.260 -2.538 0.00 0.00 0.01 -0.35
O 0.758 0.735 -2.649 -0.29 0.17 -0.12 0.05
O -0.066 -1.504 -1.579 -0.22 0.00 0.23 0.53
O -2.634 1.647 2.147 0.01 0.03 0.07 -0.36
O 1.556 3.233 4.063 -0.03 -0.06 -0.08 -0.51
O 2.210 -0.229 -0.723 0.08 0.05 -0.15 -0.27
C -3.277 -0.343 -0.458 -0.09 -0.01 0.01 0.03
C -0.409 2.166 2.986 0.05 0.20 0.09 2.70
C -0.036 -1.459 -3.007 0.07 -0.11 -0.02 -0.58
C 0.182 2.930 4.197 0.04 0.01 0.03 -1.45
C -0.900 -2.586 -1.122 0.06 0.00 -0.08 -0.93
C 3.718 -2.390 -0.712 -0.10 -0.08 -0.05 -0.20
C -3.940 -0.629 -3.144 0.02 0.03 0.05 -0.49
C -4.569 -1.380 -2.169 -0.03 -0.03 -0.06 0.39
C 0.992 -0.443 -3.414 0.05 0.10 -0.08 -0.76
C -1.558 1.422 -1.003 -0.13 -0.12 -0.10 -1.09
C -2.964 0.276 -2.750 0.02 -0.08 -0.06 -0.54
C -4.265 -1.244 -0.829 0.05 0.04 0.01 -0.87
C 3.364 -1.106 1.550 -0.07 0.02 0.06 0.35
C -2.603 0.425 -1.410 0.11 0.28 0.05 0.56
C -1.904 2.059 3.294 -0.06 0.02 -0.01 -1.44
C -0.186 3.044 1.730 0.01 0.13 0.06 -1.38
C 0.273 0.806 2.969 0.00 -0.16 0.04 -2.43
C 3.897 -3.240 0.543 0.06 0.02 -0.03 -0.84
C 1.563 1.839 -3.098 -0.05 -0.11 0.05 -0.92
C 3.019 -2.587 1.607 -0.02 0.02 0.00 -0.31
H 2.617 1.556 -3.056 0.02 0.06 0.00 0.30
H -2.254 3.041 3.633 -0.05 -0.02 -0.03 0.51
H -1.111 3.162 1.175 0.02 -0.01 -0.03 0.58
H 4.315 -0.878 2.036 0.02 -0.01 -0.03 0.62
H -1.031 -1.203 -3.380 0.03 0.02 0.04 0.20
H 1.342 0.944 2.817 -0.01 0.00 0.04 0.54
H -0.012 2.374 5.122 -0.01 -0.01 -0.01 0.45
H -4.798 -1.835 -0.097 -0.01 -0.01 0.01 0.46
H 4.941 -3.233 0.863 0.01 0.01 -0.02 0.33
H 2.754 -2.575 -1.192 0.04 -0.05 0.00 -0.07
H -2.489 0.900 -3.499 0.00 0.00 -0.01 0.43
H 2.079 2.460 4.292 0.04 0.02 0.04 0.34
H 3.195 -2.988 2.604 0.01 -0.03 -0.01 0.46
H -3.028 -0.215 0.588 -0.01 -0.02 -0.01 0.23
H 0.152 4.032 2.036 -0.05 -0.01 0.02 0.52
H 2.597 -0.429 1.922 -0.01 -0.04 0.09 -0.84
H 0.878 -0.214 -4.477 0.03 -0.01 0.01 0.54
H -3.573 1.721 2.345 -0.03 0.00 -0.02 0.27
H -1.916 -2.452 -1.491 -0.01 -0.03 -0.01 0.15
H 3.632 -4.276 0.338 -0.05 0.00 0.03 0.38
H -1.354 2.145 -1.796 -0.02 0.00 0.02 0.57
H 0.245 -2.444 -3.392 -0.02 0.02 0.00 0.57
H 1.961 -2.721 1.374 0.00 -0.01 -0.01 -0.02
H 1.371 2.673 -2.431 0.00 0.01 -0.03 0.30
H -0.898 -2.580 -0.036 0.01 0.02 -0.01 0.29
H -1.860 1.951 -0.099 -0.06 -0.05 0.00 0.32
H -0.325 3.892 4.278 -0.01 0.00 0.01 0.53
H 2.014 -0.787 -3.230 -0.04 -0.03 0.03 0.26
H -4.232 -0.734 -4.179 -0.01 -0.02 -0.01 0.48
H -0.480 -3.524 -1.489 -0.03 -0.01 0.02 0.35
H -2.051 1.349 4.117 0.01 0.00 0.00 0.40
H 4.513 -2.468 -1.450 0.04 -0.04 0.02 0.46
H 1.277 2.093 -4.119 0.04 0.01 -0.01 0.29
H 0.110 0.315 3.930 -0.01 0.01 -0.02 0.64
```
Positions in Å, forces in eV/Å.

## Properties
HOMO level = -10.6805 eV
ΔE to the lowest compared entry with this formula, charge and spin = 6.68 kcal per mole
frontier orbital gap = 0.27017 Eh
2S+1 = 1
lowest unoccupied orbital energy = -3.33 eV
charge = +1

---

3.
Here is C18H37IrOPS4 as an isolated structure from the Open Molecules 2025 dataset. Energies are from ωB97M-V/def2-TZVPD.

The geometry in XYZ format:
```
62
Properties=species:S:1:pos:R:3:forces:R:3:mulliken_charge:R:1
Ir -1.416 0.067 -0.004 0.03 -0.03 -0.32 0.33
S -3.487 -1.045 -0.702 -0.01 0.01 0.07 0.01
S -2.577 2.066 -0.482 0.09 -0.11 -0.02 -0.03
S -0.754 -2.179 0.410 -0.04 0.02 0.10 0.02
S -2.142 0.225 2.117 -0.18 0.06 0.33 -0.04
P 1.970 0.550 -0.017 -0.08 0.15 -0.22 0.58
O 0.125 2.365 0.737 0.11 -0.78 0.18 -0.44
C 3.551 -1.660 0.681 0.02 0.01 -0.02 -1.42
C -3.774 1.016 1.879 0.04 -0.01 -0.02 -0.67
C -2.716 -2.382 -1.651 0.02 -0.01 0.01 -0.71
C -4.374 0.168 -1.733 0.03 0.04 0.02 -0.78
C 3.099 3.041 0.803 0.05 -0.07 0.01 -1.49
C -1.355 -2.382 2.134 -0.02 0.01 0.00 -0.98
C -1.940 -3.183 -0.607 0.01 0.02 -0.03 -0.88
C 3.124 1.950 -0.279 0.06 -0.06 -0.12 0.54
C -2.551 -1.516 2.499 0.01 0.02 -0.06 -0.60
C -3.664 1.515 -1.844 -0.01 -0.03 0.00 -0.71
C 4.567 1.451 -0.461 0.04 -0.06 -0.10 -1.39
C -3.583 2.270 1.037 0.00 0.00 0.00 -0.76
C 0.262 0.135 -2.276 0.14 0.29 0.32 -0.71
C 0.237 1.202 0.449 -0.07 0.69 -0.01 0.10
C 2.685 -0.329 -2.613 -0.02 -0.04 -0.05 -1.79
C 2.902 -0.020 2.528 0.02 0.01 0.00 -1.66
C 2.492 -0.688 1.212 -0.21 -0.03 0.10 1.61
C 1.543 -0.342 -1.586 -0.01 -0.07 0.01 0.84
H 3.790 3.819 0.479 0.00 -0.01 0.00 0.50
H 3.215 -2.212 -0.197 0.01 -0.01 0.00 0.35
H -3.485 -3.018 -2.092 0.00 0.00 0.00 0.54
H 2.154 0.684 2.897 -0.01 0.01 0.01 0.44
H 4.980 1.095 0.481 0.00 0.00 0.01 0.30
H 4.685 0.675 -1.217 0.02 0.10 0.10 0.26
H -2.972 1.530 -2.690 -0.02 0.00 0.01 0.34
H 3.601 -0.741 -2.196 -0.04 -0.03 -0.04 0.38
H 5.171 2.302 -0.774 0.00 0.00 0.00 0.51
H 2.888 0.675 -2.984 0.02 0.02 0.02 0.41
H 3.769 -2.389 1.462 -0.01 -0.01 0.00 0.48
H -2.077 -1.987 -2.441 -0.02 -0.03 0.02 0.29
H 3.045 -0.791 3.285 -0.01 -0.01 0.01 0.47
H -3.450 -1.792 1.949 0.01 -0.01 0.02 0.38
H 3.466 2.663 1.756 -0.02 0.01 -0.01 0.32
H -4.383 2.318 -2.017 0.00 -0.01 0.00 0.59
H -4.156 1.279 2.867 0.00 0.01 -0.01 0.59
H -2.614 -3.677 0.093 -0.01 0.01 0.00 0.47
H -5.346 0.267 -1.251 0.02 0.00 -0.01 0.39
H 3.848 0.510 2.427 0.02 -0.01 -0.01 0.32
H -2.752 -1.578 3.570 0.02 0.00 -0.01 0.61
H -4.550 -0.261 -2.720 0.01 0.01 0.00 0.51
H -4.544 2.699 0.751 -0.01 0.00 -0.01 0.52
H 1.386 -1.378 -1.273 0.06 -0.01 0.06 0.25
H 2.128 3.494 0.946 -0.10 0.03 0.00 0.32
H -0.725 -0.027 -1.706 0.04 -0.20 -0.41 -0.41
H -1.578 -3.440 2.280 0.00 0.00 0.00 0.57
H 4.483 -1.154 0.440 0.00 -0.01 0.01 0.31
H -1.336 -3.950 -1.091 0.00 0.01 0.01 0.53
H 0.092 -0.450 -3.181 -0.09 -0.01 0.01 0.47
H 0.260 1.193 -2.535 0.05 0.01 0.00 0.45
H -3.038 3.037 1.590 0.01 0.00 0.01 0.46
H -0.487 -2.146 2.752 0.01 0.01 0.00 0.36
H 2.776 2.377 -1.229 -0.04 0.03 0.04 0.48
H -4.445 0.291 1.423 -0.02 0.00 0.00 0.33
H 1.565 -1.256 1.383 0.10 0.03 0.00 -0.57
H 2.411 -0.950 -3.466 -0.01 0.00 -0.01 0.51
```
Positions in Å, forces in eV/Å.

## Properties
HOMO level = -17.7051 eV
ΔE to the lowest compared entry with this formula, charge and spin = 0.00 kcal per mole
frontier orbital gap = 0.27097 Eh
2S+1 = 1
lowest unoccupied orbital energy = -10.33 eV
charge = +3

---

4.
Here is one molecule with the formula C20H28N4O3 from the Open Molecules 2025 dataset. Energies are from ωB97M-V/def2-TZVPD.

The geometry in XYZ format:
```
55
Properties=species:S:1:pos:R:3:forces:R:3:mulliken_charge:R:1
O 1.989 0.603 0.237 0.03 0.03 -0.02 -0.85
O 3.493 -3.881 -0.104 0.04 -0.30 -0.05 -0.72
O 6.377 -0.445 -0.105 0.17 0.02 0.01 -0.62
N 4.162 0.074 0.053 0.14 0.50 -0.01 0.27
N 4.861 -2.119 -0.064 0.26 -0.38 -0.01 -0.07
N 0.212 -1.223 0.358 0.28 0.36 -0.02 -0.12
N -4.169 0.918 0.209 0.09 -0.02 -0.04 0.32
C 0.781 -3.570 0.283 -0.06 -0.18 0.00 -1.10
C 0.561 -4.084 -1.144 0.04 0.04 0.12 -1.11
C -1.203 -1.442 0.530 -0.42 -0.12 0.02 -0.92
C -1.957 -0.150 0.235 -0.21 -0.36 0.09 -0.40
C -5.270 1.150 1.125 -0.20 -0.07 0.08 -0.72
C 2.826 -0.296 0.136 -0.33 -0.24 0.09 1.32
C -3.467 -0.331 0.434 0.35 0.14 -0.06 -1.26
C -4.480 1.134 -1.195 0.02 0.18 -0.01 -0.37
C 5.219 1.989 1.124 -0.14 -0.06 -0.10 -0.03
C 2.511 -1.708 0.115 -0.02 0.09 0.00 -0.04
C -4.842 2.584 -1.497 0.03 -0.29 0.00 -1.45
C 5.092 4.164 0.118 0.02 0.07 0.02 -0.38
C -6.466 0.197 1.003 0.29 0.22 -0.04 -1.03
C 5.226 -0.800 -0.039 0.03 -0.28 -0.09 0.44
C 4.474 1.473 0.076 0.10 0.34 0.02 -0.27
C 3.585 -2.670 -0.022 0.03 0.23 0.02 0.53
C 5.531 3.337 1.137 0.02 0.02 0.06 -0.80
C 1.171 -2.124 0.259 0.03 0.00 0.09 -0.05
C 4.036 2.293 -0.952 0.10 -0.10 0.08 0.00
C 4.343 3.642 -0.923 -0.02 0.00 -0.07 -0.81
H -0.150 -3.464 -1.685 -0.10 0.03 -0.08 0.32
H 0.545 -0.246 0.351 0.02 -0.26 -0.05 0.58
H 1.506 -4.084 -1.678 0.06 -0.01 -0.08 0.35
H -5.287 0.469 -1.548 0.10 -0.02 -0.02 0.34
H 3.455 1.877 -1.761 -0.05 -0.05 -0.05 0.38
H 5.334 5.216 0.133 0.02 0.08 0.00 0.40
H -1.613 0.643 0.899 0.02 0.06 0.01 0.26
H -3.639 -0.648 1.465 -0.05 -0.06 -0.01 0.53
H 5.558 1.337 1.913 0.03 -0.07 0.05 0.38
H -0.129 -3.693 0.871 0.00 0.07 0.01 0.46
H 5.619 -2.786 -0.155 -0.14 0.16 0.01 0.25
H -7.197 0.431 1.773 -0.12 -0.02 0.07 0.42
H -5.828 2.839 -1.119 -0.10 0.09 0.02 0.31
H -1.750 0.160 -0.789 0.05 0.06 -0.05 0.34
H 1.577 -4.158 0.735 -0.15 0.12 0.03 0.49
H 0.185 -5.103 -1.113 -0.04 -0.09 -0.04 0.35
H -1.411 -1.761 1.561 -0.03 -0.04 -0.12 0.21
H -5.611 2.176 0.981 0.01 0.01 0.12 0.41
H -4.110 3.247 -1.044 0.07 0.11 0.04 0.34
H -3.581 0.883 -1.761 -0.07 -0.06 -0.03 0.40
H 6.116 3.741 1.950 0.05 0.03 0.06 0.36
H -1.551 -2.230 -0.145 0.03 0.00 0.09 0.38
H -4.861 1.083 2.138 -0.05 0.09 -0.03 0.42
H 4.001 4.285 -1.721 -0.03 0.05 -0.06 0.36
H -6.152 -0.837 1.127 -0.02 -0.13 0.01 0.26
H -6.949 0.300 0.034 -0.10 -0.05 -0.09 0.27
H -4.842 2.742 -2.573 -0.05 0.06 -0.09 0.43
H -3.830 -1.136 -0.228 -0.03 -0.02 0.10 0.22
```
Positions in Å, forces in eV/Å.

## Properties
SMILES = CC/C(NCCCN(CC)CC)=C1\C(=O)NC(=O)N(c2ccccc2)C1=O
HOMO level = -8.6003 eV
ΔE to the lowest compared entry with this formula, charge and spin = 18.89 kcal per mole
frontier orbital gap = 0.33772 Eh
2S+1 = 1
lowest unoccupied orbital energy = 0.59 eV
charge = 0